DFT (wB97M-V/def2-TZVPD) results for C7H8N2 in the gas phase.

Computed properties:
frontier orbital gap: 0.2995 hartree
HOMO: -7.80 eV
E_LUMO: 0.348 eV
charge: 0
ΔE to the lowest compared entry with this formula, charge and spin: 499.5 kJ/mol

CARTESIAN COORDINATES (ANGSTROEM)
C -0.764 1.202 -0.743
C 0.658 0.740 -1.168
C 0.676 -0.755 -1.065
C -0.579 -1.208 -0.391
N -0.276 -2.087 0.567
N -0.317 -1.274 1.750
C -0.067 0.101 1.132
C 1.051 0.118 0.065
C -1.159 0.103 0.207
H -1.489 1.427 -1.634
H -0.714 2.087 -0.157
H 1.038 1.458 -2.003
H 1.420 -1.510 -1.537
H 0.450 -1.639 2.223
H 0.177 0.984 1.829
H 2.069 0.224 0.373
H -2.174 0.029 0.553

Atomic partial charges in e from the Mulliken method, atoms 1 to 2: -0.553 -0.108

DFT (wB97M-V/def2-TZVPD) results for a 2-piece molecular cluster, CN4O2S2 overall.

Computed properties:
frontier orbital gap: 0.2360 hartree
HOMO: -0.52 eV
E_LUMO: 5.904 eV
charge: -2
ΔE to the lowest compared entry with this formula, charge and spin: 104.0 kJ/mol

CARTESIAN COORDINATES (ANGSTROEM)
C 1.764 -0.521 1.349
N 2.459 0.288 0.995
N -0.075 -1.530 -2.161
N 0.025 -0.776 -1.287
N 0.107 0.185 -0.678
O -2.627 0.544 -0.402
O -1.175 2.492 -0.090
S 0.949 -1.779 2.040
S -1.427 1.097 0.232

Atomic partial charges in e from the Mulliken method, atoms 1 to 2: 0.189 -0.608

DFT (wB97M-V/def2-TZVPD) results for a 5-piece molecular cluster, C4H14O2S2 overall.

Computed properties:
frontier orbital gap (alpha / beta): 0.1828 / 0.1411 hartree
HOMO (alpha / beta): -4.49 / -3.53 eV
E_LUMO (alpha / beta): 0.479 / 0.310 eV
charge: -1
ΔE to the lowest compared entry with this formula, charge and spin: 731.9 kJ/mol
multiplicity: 2
⟨S²⟩: 0.761

CARTESIAN COORDINATES (ANGSTROEM)
C 1.061 -1.654 1.664
C -0.031 -0.756 2.245
S -1.544 -1.127 1.382
S 1.910 1.289 0.700
C 0.979 1.053 -0.845
C -0.344 1.797 -0.683
H 2.030 -1.385 2.057
H 0.883 -2.727 1.834
H 1.091 -1.451 0.480
H -0.267 -1.054 3.235
H 0.203 0.319 2.229
H 0.789 -0.011 -1.183
H 1.523 1.516 -1.657
H -1.191 1.550 -1.289
H -0.865 1.508 0.344
H 0.078 2.871 -0.603
H -1.207 1.960 1.152
H -1.621 0.408 -3.656
O -1.036 0.287 -2.932
H -0.983 -1.634 -0.640
H -0.818 -1.029 -2.247
O -0.640 -1.730 -1.585

Atomic partial charges in e from the Mulliken method, atoms 1 to 2: -1.040 -0.161

Copy entry 3 word for word.
DFT (wB97M-V/def2-TZVPD) results for a 5-piece molecular cluster, C4H14O2S2 overall.

Computed properties:
frontier orbital gap (alpha / beta): 0.1828 / 0.1411 hartree
HOMO (alpha / beta): -4.49 / -3.53 eV
E_LUMO (alpha / beta): 0.479 / 0.310 eV
charge: -1
ΔE to the lowest compared entry with this formula, charge and spin: 731.9 kJ/mol
multiplicity: 2
⟨S²⟩: 0.761

CARTESIAN COORDINATES (ANGSTROEM)
C 1.061 -1.654 1.664
C -0.031 -0.756 2.245
S -1.544 -1.127 1.382
S 1.910 1.289 0.700
C 0.979 1.053 -0.845
C -0.344 1.797 -0.683
H 2.030 -1.385 2.057
H 0.883 -2.727 1.834
H 1.091 -1.451 0.480
H -0.267 -1.054 3.235
H 0.203 0.319 2.229
H 0.789 -0.011 -1.183
H 1.523 1.516 -1.657
H -1.191 1.550 -1.289
H -0.865 1.508 0.344
H 0.078 2.871 -0.603
H -1.207 1.960 1.152
H -1.621 0.408 -3.656
O -1.036 0.287 -2.932
H -0.983 -1.634 -0.640
H -0.818 -1.029 -2.247
O -0.640 -1.730 -1.585

Atomic partial charges in e from the Mulliken method, atoms 1 to 2: -1.040 -0.161